Record 1
Formula: C4H12O3
Source: the OMol25 dataset
Level of theory: ωB97M-V/def2-TZVPD

Values from the calculation:
SMILES: OCCCCO.O
ΔE to the lowest compared entry with this formula, charge and spin, eV: 1.8298
Maximum force, hartree/bohr: 0.059

Structure (XYZ):
```
19
Properties=species:S:1:pos:R:3:forces:R:3
O -2.586 -0.413 1.258 0.093 2.283 -1.445
C -1.502 0.208 0.485 -0.715 0.782 1.317
C -0.254 0.148 1.404 -0.136 -1.906 1.516
C 1.092 0.239 0.741 1.507 0.259 1.409
C 1.389 -0.732 -0.338 -2.564 -1.578 0.156
O 2.701 -0.997 -0.542 2.209 -0.893 -0.225
H -2.167 -1.219 1.459 0.175 -1.913 0.779
H -1.383 -0.434 -0.435 0.215 1.002 0.697
H -1.800 1.280 0.292 0.108 -1.244 -0.204
H -0.412 -0.932 1.768 0.985 1.096 -0.236
H -0.171 0.694 2.425 -1.078 -0.221 -2.045
H 1.914 0.159 1.503 -0.790 0.176 -0.444
H 1.236 1.159 0.196 -0.045 1.084 0.541
H 0.911 -0.251 -1.155 -0.310 -0.229 -1.698
H 0.861 -1.727 -0.191 0.671 0.955 -0.019
H 3.242 -0.240 -0.778 -0.298 0.271 -0.020
O -0.951 0.662 -2.931 -0.228 1.357 1.822
H -1.115 1.581 -3.217 0.109 -0.632 -0.324
H -1.006 0.814 -1.942 0.094 -0.650 -1.575
```
Forces are in eV/Å.

Atom charges from the natural (NBO) analysis, given in e for atoms 1 to 4:
1 O -0.70
2 C -0.10
3 C -0.42
4 C -0.44

---

Record 2
Formula: C4H12O3
Source: the OMol25 dataset
Level of theory: ωB97M-V/def2-TZVPD

Values from the calculation:
SMILES: C[C@@H](O)CCO.O
ΔE to the lowest compared entry with this formula, charge and spin, eV: 0.4590
Maximum force, hartree/bohr: 0.027

Structure (XYZ):
```
19
Properties=species:S:1:pos:R:3:forces:R:3
C 2.232 0.585 -0.361 0.090 -0.635 -0.117
C 1.008 -0.287 -0.165 0.071 -0.729 1.184
O 0.805 -0.452 1.280 -0.187 -0.107 -0.293
C -0.237 0.293 -0.782 -0.139 -0.277 -0.605
C -1.354 -0.757 -0.937 1.023 0.299 0.384
O -2.604 -0.145 -1.154 0.316 0.171 -0.420
H 3.097 0.132 0.124 -0.067 0.131 0.247
H 2.505 0.646 -1.414 -0.206 0.317 -0.098
H 2.018 1.559 0.075 0.219 0.128 -0.132
H 1.139 -1.318 -0.520 0.268 0.259 -0.472
H 1.131 -1.323 1.545 -0.022 0.365 -0.109
H 0.082 0.649 -1.768 -0.344 0.176 0.009
H -0.595 1.144 -0.208 -0.026 0.069 0.057
H -1.337 -1.353 -0.015 -0.255 -0.036 -0.118
H -1.069 -1.411 -1.773 -0.264 -0.030 0.080
H -3.240 -0.557 -0.584 -0.471 -0.167 0.323
O -1.511 0.908 2.470 0.201 0.166 -0.363
H -1.050 0.097 2.205 0.085 0.239 0.075
H -1.021 1.591 1.980 -0.293 -0.340 0.368
```
Forces are in eV/Å.

Atom charges from the natural (NBO) analysis, given in e for atoms 1 to 4:
1 C -0.62
2 C 0.10
3 O -0.77
4 C -0.44

---

Record 3
Formula: C4H12O3
Source: the OMol25 dataset
Level of theory: ωB97M-V/def2-TZVPD

Values from the calculation:
SMILES: OCCCCO.O
ΔE to the lowest compared entry with this formula, charge and spin, eV: 2.4601
Maximum force, hartree/bohr: 0.099

Structure (XYZ):
```
19
Properties=species:S:1:pos:R:3:forces:R:3
O 2.482 0.111 -0.316 3.553 2.357 -2.804
C 1.660 -0.555 0.522 -1.590 0.420 0.391
C 0.211 -0.016 0.082 -0.138 -3.896 -1.758
C -0.775 -0.192 1.147 -1.952 -3.168 1.971
C -2.256 0.169 0.940 1.534 0.575 1.078
O -2.501 1.556 0.819 -2.397 -1.369 2.640
H 3.107 -0.241 -1.014 -1.480 -0.326 1.880
H 1.918 -1.614 0.480 -1.112 -0.387 0.003
H 1.861 -0.249 1.594 -0.287 -0.088 -1.009
H -0.205 -0.606 -0.951 1.161 1.079 2.773
H 0.156 0.959 -0.258 1.209 2.339 -0.498
H -0.535 0.027 2.196 0.691 0.970 -0.481
H -0.799 -1.314 1.268 -0.376 0.580 -0.034
H -2.739 -0.100 1.884 -0.328 -0.272 -0.489
H -2.594 -0.395 0.102 -0.812 -0.380 -0.720
H -1.979 1.933 0.191 2.299 1.540 -2.842
O 1.066 0.251 -3.306 -0.785 0.028 2.262
H 0.494 0.762 -2.638 1.393 -1.141 -1.535
H 1.428 -0.486 -2.744 -0.582 1.138 -0.828
```
Forces are in eV/Å.

Atom charges from the natural (NBO) analysis, given in e for atoms 1 to 4:
1 O -0.77
2 C -0.04
3 C -0.40
4 C -0.45

---

Q: Which of these has the lowest ΔE to the lowest compared entry with this formula, charge and spin?
A: number 2

---

Repeat the third record exactly.
Formula: C4H12O3
Source: the OMol25 dataset
Level of theory: ωB97M-V/def2-TZVPD

Values from the calculation:
SMILES: OCCCCO.O
ΔE to the lowest compared entry with this formula, charge and spin, eV: 2.4601
Maximum force, hartree/bohr: 0.099

Structure (XYZ):
```
19
Properties=species:S:1:pos:R:3:forces:R:3
O 2.482 0.111 -0.316 3.553 2.357 -2.804
C 1.660 -0.555 0.522 -1.590 0.420 0.391
C 0.211 -0.016 0.082 -0.138 -3.896 -1.758
C -0.775 -0.192 1.147 -1.952 -3.168 1.971
C -2.256 0.169 0.940 1.534 0.575 1.078
O -2.501 1.556 0.819 -2.397 -1.369 2.640
H 3.107 -0.241 -1.014 -1.480 -0.326 1.880
H 1.918 -1.614 0.480 -1.112 -0.387 0.003
H 1.861 -0.249 1.594 -0.287 -0.088 -1.009
H -0.205 -0.606 -0.951 1.161 1.079 2.773
H 0.156 0.959 -0.258 1.209 2.339 -0.498
H -0.535 0.027 2.196 0.691 0.970 -0.481
H -0.799 -1.314 1.268 -0.376 0.580 -0.034
H -2.739 -0.100 1.884 -0.328 -0.272 -0.489
H -2.594 -0.395 0.102 -0.812 -0.380 -0.720
H -1.979 1.933 0.191 2.299 1.540 -2.842
O 1.066 0.251 -3.306 -0.785 0.028 2.262
H 0.494 0.762 -2.638 1.393 -1.141 -1.535
H 1.428 -0.486 -2.744 -0.582 1.138 -0.828
```
Forces are in eV/Å.

Atom charges from the natural (NBO) analysis, given in e for atoms 1 to 4:
1 O -0.77
2 C -0.04
3 C -0.40
4 C -0.45

---

Q: Look up the maximum force of the second one.
A: 0.027 hartree/bohr